C12H15Cl5N3ORhS | ωB97M-V/def2-TZVPD

Its spin multiplicity is 1. The energy comes out at -95660.9111 eV. The energy relative to the best compared isomer or geometry (same formula, charge and spin) comes out at 0.522 eV. The calculation puts the strongest force on any atom at 0.0480 Eh/bohr. As for the LUMO energy: -0.008 Ha. As for the gap between HOMO and LUMO: 7.610 eV. Its HOMO energy is -7.823 eV.

XYZ file:
```
38
C12H15Cl5N3ORhS, DFT ωB97M-V/def2-TZVPD
Rh -0.58441 -0.50211 0.05196
N -2.66912 -0.08786 0.45142
C -3.31201 0.16482 -0.84557
C -2.70222 -0.82573 -1.81518
N -1.25326 -0.60653 -1.78874
H -2.97052 -0.97174 0.85626
H -2.85603 0.64249 1.13002
H -3.07900 1.18673 -1.15258
H -4.39754 0.06002 -0.81786
H -3.11469 -0.70992 -2.81806
H -2.89579 -1.84452 -1.47647
H -0.99897 0.28538 -2.20675
H -0.69696 -1.33879 -2.22700
C 3.00164 -0.50232 0.48566
C 2.06549 -1.62633 0.05596
C 2.79596 -2.71264 -0.71352
O 1.03374 -1.12703 -0.77285
H 3.72788 -0.85202 1.22262
H 2.43081 0.31786 0.92730
H 3.54102 -0.11069 -0.38035
H 1.64650 -2.08268 0.96167
H 3.37919 -2.27506 -1.52800
H 2.07924 -3.41672 -1.13632
H 3.47272 -3.25812 -0.05348
Cl -0.31054 2.42782 -2.33351
C 0.00957 2.54792 -0.62132
C -0.17006 1.44857 0.20458
C 0.11526 1.64492 1.54371
Cl -0.05907 0.20200 2.53366
C 0.53263 2.84467 2.09286
Cl 0.84131 2.97269 3.77498
C 0.69545 3.93218 1.23798
Cl 1.21448 5.44480 1.86484
C 0.44009 3.78100 -0.12560
Cl 0.66159 5.11690 -1.18390
S 0.11889 -4.46582 2.28480
C -0.60318 -3.28549 1.46025
N -1.13008 -2.41866 0.85656
```

Here are the Löwdin charges for atoms 1 to 2, given in e: 0.98 -0.06